{
  "formula": "C19H14Cl2N8O4RhSSe",
  "method": "wB97M-V/def2-TZVPD",
  "symbols": ["Rh", "N", "N", "C", "O", "O", "H", "H", "H", "Se", "N", "C", "C", "C", "C", "C", "N", "C", "C", "N", "C", "C", "C", "C", "C", "N", "H", "H", "H", "H", "H", "H", "S", "C", "N", "C", "C", "C", "N", "H", "H", "H", "H", "Cl", "C", "Cl", "C", "O", "O", "H"],
  "coordinates": [[-0.43, -0.83, -0.08], [-1.94, -2.34, 0.67], [-2.28, -3.17, -0.41], [-1.70, -2.90, -1.65], [-2.13, -3.40, -2.66], [-0.63, -2.13, -1.61], [-1.55, -2.89, 1.43], [-2.73, -1.80, 1.00], [-3.22, -3.53, -0.45], [3.78, 1.91, 5.66], [2.19, 2.35, 5.00], [1.90, 1.47, 4.08], [0.66, 1.49, 3.31], [-0.35, 2.44, 3.46], [-1.49, 2.34, 2.69], [-1.59, 1.31, 1.76], [-0.63, 0.40, 1.61], [0.47, 0.49, 2.37], [1.45, -0.56, 2.15], [1.15, -1.47, 1.20], [2.01, -2.44, 0.93], [3.22, -2.56, 1.61], [3.54, -1.63, 2.58], [2.64, -0.61, 2.86], [2.88, 0.43, 3.86], [3.95, 0.49, 4.60], [-0.22, 3.24, 4.18], [-2.29, 3.06, 2.77], [-2.47, 1.19, 1.13], [1.73, -3.13, 0.15], [3.89, -3.36, 1.35], [4.48, -1.68, 3.12], [1.54, -0.16, -1.26], [0.98, 0.43, -2.81], [-0.01, -0.20, -3.46], [-0.46, 0.22, -4.65], [0.13, 1.31, -5.24], [1.18, 1.89, -4.54], [1.60, 1.47, -3.35], [-0.44, -1.03, -2.97], [-1.28, -0.34, -5.08], [-0.21, 1.68, -6.19], [1.71, 2.74, -4.95], [-2.22, 3.17, -2.94], [-3.09, 1.77, -2.31], [-3.71, 0.77, -3.64], [-2.23, 0.88, -1.41], [-2.80, -0.08, -0.86], [-1.02, 1.14, -1.26], [-3.96, 2.14, -1.76]],
  "lowdin_charge": [1.030, -0.012, 0.028, -0.680, 0.099, -0.241, 0.114, 0.108, 0.156, 1.190, -0.213, -0.331, -0.065, 0.046, 0.006, -0.062, 0.015, -0.133, -0.148, -0.046, -0.108, -0.001, 0.046, -0.065, -0.330, -0.213, 0.131, 0.123, 0.114, 0.129, 0.124, 0.132, 0.792, -0.697, 0.115, -0.040, -0.012, -0.069, 0.106, 0.122, 0.132, 0.122, 0.127, 0.634, -0.983, 0.641, -0.808, -0.053, -0.142, 0.070],
  "fmax_ev_per_a": 1.469,
  "homo_energy_ev": -11.43,
  "homo_lumo_gap_ev": 7.40,
  "relative_energy_ev": 2.009,
  "total_energy_ha": -5301.8768,
  "charge": 1
}

---

{
  "formula": "C32H22BBrF9N4O4PS3Se3Te2Ti",
  "method": "wB97M-V/def2-TZVPD",
  "symbols": ["Ti", "Se", "Te", "Te", "Se", "C", "N", "C", "C", "N", "B", "N", "C", "C", "N", "C", "C", "S", "C", "S", "H", "H", "H", "H", "H", "H", "H", "H", "H", "H", "H", "H", "F", "C", "C", "F", "C", "F", "C", "P", "C", "C", "C", "C", "C", "C", "C", "C", "C", "C", "C", "C", "C", "Br", "C", "F", "H", "H", "H", "H", "H", "H", "H", "H", "H", "H", "O", "S", "O", "O", "O", "F", "C", "C", "F", "C", "F", "C", "Se", "C", "F", "C", "F"],
  "coordinates": [[1.52, 0.50, 1.54], [-0.44, 2.09, 2.43], [0.34, 4.39, 3.06], [2.78, 3.52, 3.85], [3.20, 2.51, 1.62], [3.93, -3.62, 2.23], [2.93, -3.26, 3.22], [2.16, -4.16, 3.91], [1.36, -3.44, 4.72], [1.63, -2.11, 4.53], [0.94, -0.96, 5.32], [-0.55, -0.79, 4.85], [-1.54, -0.42, 5.73], [-2.68, -0.19, 5.02], [-2.37, -0.43, 3.70], [-3.25, -0.17, 2.58], [-1.06, -0.76, 3.61], [-0.32, -1.18, 2.11], [2.59, -2.01, 3.59], [3.31, -0.56, 2.97], [4.64, -4.32, 2.68], [4.44, -2.72, 1.91], [3.43, -4.06, 1.36], [2.23, -5.22, 3.73], [0.60, -3.76, 5.42], [0.87, -1.31, 6.49], [1.54, 0.07, 5.17], [-1.35, -0.36, 6.78], [-3.66, 0.12, 5.34], [-4.28, -0.30, 2.90], [-3.01, -0.86, 1.77], [-3.09, 0.85, 2.22], [-4.13, -1.43, -5.94], [-3.54, -0.79, -4.92], [-3.77, 0.55, -4.73], [-4.57, 1.22, -5.58], [-3.16, 1.20, -3.68], [-3.40, 2.52, -3.57], [-2.34, 0.55, -2.77], [-1.60, 1.36, -1.28], [-3.03, 2.46, -0.86], [-4.27, 1.86, -0.67], [-5.36, 2.60, -0.22], [-5.21, 3.95, 0.08], [-3.97, 4.55, -0.09], [-2.88, 3.81, -0.55], [-0.40, 2.52, -2.04], [0.39, 3.25, -1.15], [1.37, 4.12, -1.61], [1.58, 4.25, -2.97], [0.83, 3.51, -3.87], [-0.16, 2.65, -3.40], [-2.10, -0.82, -2.99], [-0.92, -1.83, -1.90], [-2.70, -1.47, -4.06], [-2.50, -2.77, -4.29], [-4.40, 0.80, -0.88], [-6.32, 2.12, -0.08], [-6.05, 4.53, 0.44], [-3.83, 5.59, 0.15], [-1.92, 4.29, -0.67], [0.27, 3.12, -0.08], [1.98, 4.65, -0.89], [2.37, 4.91, -3.34], [1.01, 3.58, -4.93], [-0.72, 2.06, -4.12], [3.31, -0.17, -2.59], [3.85, 0.66, -1.55], [3.72, 2.24, -1.92], [1.67, 0.54, -0.06], [5.06, 1.61, -2.16], [4.86, -4.21, -4.78], [4.08, -4.01, -3.70], [2.84, -4.60, -3.61], [2.41, -5.39, -4.62], [2.04, -4.38, -2.50], [0.85, -4.99, -2.49], [2.44, -3.58, -1.43], [1.33, -3.26, 0.07], [3.70, -3.01, -1.56], [4.19, -2.20, -0.61], [4.51, -3.21, -2.67], [5.72, -2.62, -2.74]],
  "lowdin_charge": [-0.032, -0.108, 0.078, 0.100, -0.158, -0.079, -0.117, -0.055, -0.067, -0.022, -0.443, 0.011, -0.069, -0.058, -0.139, -0.057, -0.728, 0.573, -0.691, 0.582, 0.088, 0.047, 0.011, 0.117, 0.117, 0.069, 0.061, 0.110, 0.111, 0.087, 0.067, 0.048, 0.109, -0.145, -0.144, 0.103, -0.240, 0.098, -0.332, 1.123, -0.372, -0.119, -0.101, -0.110, -0.086, -0.078, -0.348, -0.137, -0.087, -0.101, -0.090, -0.078, -0.575, 0.825, -0.269, 0.071, 0.107, 0.094, 0.090, 0.098, 0.098, 0.014, 0.102, 0.099, 0.095, 0.095, -0.358, 0.909, -0.304, -0.555, -0.280, 0.084, -0.153, -0.153, 0.084, -0.273, 0.043, -0.543, 0.549, -0.277, 0.038, -0.164, 0.093],
  "fmax_ev_per_a": 0.869,
  "homo_energy_ev": -2.19,
  "homo_lumo_gap_ev": 5.85,
  "relative_energy_ev": 3.552,
  "total_energy_ha": -15376.1943,
  "charge": -2
}

---

{
  "formula": "C35H28BrCl3N3O6Ti",
  "method": "wB97M-V/def2-TZVPD",
  "symbols": ["Ti", "C", "O", "C", "C", "C", "C", "C", "C", "N", "C", "N", "C", "C", "C", "C", "C", "C", "O", "C", "N", "C", "C", "C", "C", "C", "C", "O", "C", "H", "H", "H", "H", "H", "H", "H", "H", "H", "H", "H", "H", "H", "H", "H", "H", "H", "H", "H", "H", "H", "H", "Cl", "C", "C", "C", "Cl", "C", "O", "C", "Cl", "C", "H", "H", "Br", "C", "C", "C", "C", "C", "C", "C", "O", "O", "H", "H", "H", "H"],
  "coordinates": [[0.06, 0.13, 0.91], [0.88, 6.85, -2.29], [0.84, 6.00, -1.15], [1.67, 6.29, -0.12], [2.57, 7.35, -0.09], [3.37, 7.53, 1.03], [3.27, 6.70, 2.13], [2.36, 5.65, 2.11], [1.58, 5.44, 0.98], [0.64, 4.36, 0.94], [1.00, 3.07, 0.83], [2.29, 2.75, 0.94], [2.83, 1.45, 0.96], [2.09, 0.28, 0.97], [2.79, -0.94, 1.02], [4.17, -0.96, 1.04], [4.90, 0.22, 1.02], [4.24, 1.42, 0.98], [4.83, 2.65, 0.98], [6.25, 2.70, 1.03], [0.10, 2.11, 0.64], [-1.29, 2.43, 0.56], [-2.03, 2.75, 1.69], [-3.39, 2.98, 1.60], [-4.01, 2.87, 0.36], [-3.29, 2.55, -0.78], [-1.91, 2.34, -0.70], [-1.11, 2.04, -1.74], [-1.72, 1.78, -2.99], [0.15, 6.46, -2.99], [1.87, 6.83, -2.75], [0.62, 7.88, -2.02], [2.66, 8.02, -0.93], [4.07, 8.36, 1.04], [3.89, 6.86, 3.00], [2.24, 5.00, 2.96], [-0.28, 4.58, 0.59], [2.96, 3.50, 1.00], [2.26, -1.88, 1.07], [4.69, -1.91, 1.08], [5.98, 0.19, 1.04], [6.62, 2.23, 1.94], [6.51, 3.75, 1.03], [6.69, 2.21, 0.16], [-1.52, 2.80, 2.65], [-3.96, 3.23, 2.48], [-5.07, 3.03, 0.27], [-3.80, 2.47, -1.73], [-0.91, 1.52, -3.67], [-2.24, 2.66, -3.37], [-2.41, 0.94, -2.92], [-4.77, -2.11, 5.94], [-3.51, -1.45, 4.95], [-3.73, -1.28, 3.60], [-2.70, -0.75, 2.83], [-2.93, -0.53, 1.13], [-1.48, -0.39, 3.38], [-0.50, 0.14, 2.63], [-1.30, -0.58, 4.75], [0.21, -0.15, 5.46], [-2.30, -1.11, 5.54], [-4.67, -1.55, 3.14], [-2.14, -1.25, 6.60], [-1.48, -3.79, -5.13], [-1.08, -4.01, -3.30], [-1.02, -5.28, -2.75], [-0.73, -5.44, -1.41], [-0.49, -4.34, -0.61], [-0.55, -3.07, -1.17], [-0.84, -2.89, -2.52], [-0.30, -1.89, -0.34], [-0.01, -1.97, 0.89], [-0.38, -0.70, -0.83], [-1.21, -6.14, -3.38], [-0.69, -6.44, -0.99], [-0.26, -4.45, 0.44], [-0.88, -1.90, -2.95]],
  "lowdin_charge": [1.187, -0.054, -0.073, -0.222, -0.003, -0.063, -0.073, -0.020, -0.173, 0.179, -0.302, 0.189, -0.140, -0.110, -0.091, -0.059, 0.001, -0.215, -0.093, -0.050, 0.011, -0.256, -0.034, -0.071, -0.061, -0.007, -0.252, -0.075, -0.046, 0.095, 0.100, 0.101, 0.110, 0.113, 0.109, 0.128, 0.157, 0.138, 0.095, 0.114, 0.112, 0.102, 0.097, 0.101, 0.134, 0.114, 0.116, 0.113, 0.101, 0.099, 0.102, 0.705, -0.660, -0.111, -0.522, 0.859, -0.395, -0.218, -0.577, 0.748, -0.111, 0.114, 0.114, 0.775, -0.672, -0.097, -0.045, 0.008, -0.128, -0.048, -0.540, -0.048, -0.089, 0.110, 0.116, 0.127, 0.113],
  "fmax_ev_per_a": 0.459,
  "homo_energy_ev": -10.79,
  "homo_lumo_gap_ev": 7.62,
  "relative_energy_ev": 0.369,
  "total_energy_ha": -6770.2663,
  "charge": 1
}

---

{
  "formula": "C26H27ClN3O4S2",
  "method": "wB97M-V/def2-TZVPD",
  "symbols": ["C", "N", "C", "O", "C", "C", "C", "C", "C", "C", "C", "C", "C", "C", "C", "N", "C", "C", "C", "C", "Cl", "S", "O", "O", "C", "C", "C", "C", "C", "C", "C", "O", "N", "C", "C", "S", "H", "H", "H", "H", "H", "H", "H", "H", "H", "H", "H", "H", "H", "H", "H", "H", "H", "H", "H", "H", "H", "H", "H", "H", "H", "H", "H"],
  "coordinates": [[2.45, 1.76, 3.98], [2.52, 0.53, 3.20], [1.35, -0.32, 3.14], [0.46, -0.20, 4.00], [1.40, -1.30, 2.07], [0.33, -1.57, 1.04], [-1.05, -1.26, 1.60], [-1.58, 0.02, 1.41], [-2.79, 0.41, 2.00], [-3.55, -0.49, 2.77], [-2.99, -1.77, 3.05], [-1.76, -2.12, 2.48], [-3.77, -2.69, 3.96], [-4.99, -2.07, 4.66], [-5.72, -1.09, 3.76], [-4.79, -0.10, 3.23], [-5.45, 1.07, 2.67], [-4.48, 2.22, 2.52], [-3.24, 1.81, 1.73], [0.89, -0.93, -0.26], [1.93, 0.52, -0.05], [-0.15, -0.61, -1.86], [-1.15, -1.65, -1.65], [-0.54, 0.79, -1.85], [0.64, -0.85, -3.54], [0.79, 0.23, -4.41], [1.35, 0.03, -5.68], [1.80, -1.23, -6.06], [1.66, -2.31, -5.19], [1.08, -2.12, -3.93], [2.72, -1.83, 1.81], [2.99, -2.61, 0.90], [3.73, -1.38, 2.72], [5.00, -2.07, 2.69], [3.75, -0.09, 3.21], [5.12, 0.63, 3.86], [1.46, 2.21, 3.87], [2.67, 1.56, 5.04], [3.23, 2.44, 3.61], [0.38, -2.66, 0.87], [-1.04, 0.74, 0.81], [-1.34, -3.09, 2.74], [-3.11, -3.08, 4.74], [-4.11, -3.57, 3.39], [-4.68, -1.54, 5.56], [-5.70, -2.84, 4.97], [-6.50, -0.54, 4.31], [-6.22, -1.63, 2.93], [-5.88, 0.81, 1.69], [-6.27, 1.34, 3.34], [-4.98, 3.04, 2.00], [-4.18, 2.58, 3.51], [-2.42, 2.50, 1.94], [-3.42, 1.90, 0.65], [1.54, -1.71, -0.71], [0.47, 1.23, -4.12], [1.40, 0.88, -6.36], [2.22, -1.36, -7.07], [1.96, -3.31, -5.51], [0.96, -2.96, -3.24], [4.82, -3.12, 2.44], [5.69, -1.61, 1.96], [5.46, -1.97, 3.68]],
  "lowdin_charge": [-0.116, -0.080, -0.366, 0.050, -0.142, -0.251, -0.170, 0.011, -0.140, -0.113, -0.134, 0.022, -0.149, -0.180, -0.186, -0.103, -0.182, -0.176, -0.153, -0.601, 0.694, 0.713, -0.334, -0.386, -0.236, -0.063, -0.086, -0.090, -0.080, -0.063, -0.457, 0.001, -0.061, -0.107, -0.738, 0.619, 0.086, 0.080, 0.050, 0.149, 0.111, 0.128, 0.114, 0.114, 0.115, 0.105, 0.115, 0.127, 0.129, 0.114, 0.105, 0.116, 0.121, 0.124, 0.074, 0.113, 0.104, 0.102, 0.104, 0.118, 0.084, 0.086, 0.049],
  "fmax_ev_per_a": 3.009,
  "homo_energy_ev": -4.06,
  "homo_lumo_gap_ev": 6.48,
  "total_energy_ha": -2728.8181,
  "charge": -1
}